Record 1
Computed, not measured: one molecule with the formula C17H23N3O3, with wB97M-V/def2-TZVPD.

**LUMO level**: 0.57 eV
**Relative energy (zero: lowest compared OMol25 entry of this formula, charge and spin)**: 560.7 kJ/mol
**SMILES**: CC[C@H](C)[C@H](N)C(=O)N[C@@H](Cc1c[nH]c2ccccc12)C(=O)O
**Gap between HOMO and LUMO**: 8.877 eV

Element x y z (Å)
1 C -3.573 3.428 0.608
2 C -2.769 3.118 -0.699
3 C -2.457 1.675 -1.319
4 C -3.387 0.598 -0.618
5 C -0.897 1.391 -1.441
6 N -0.097 2.216 -2.294
7 C -0.586 -0.052 -1.922
8 O -1.037 -0.471 -3.013
9 N 0.046 -0.797 -0.978
10 C 0.199 -2.249 -1.013
11 C 1.444 -2.788 -0.429
12 C 1.815 -2.221 0.823
13 C 1.442 -2.684 2.063
14 N 1.796 -1.708 2.909
15 C 2.760 -0.928 2.416
16 C 3.628 0.026 2.940
17 C 4.451 0.697 2.101
18 C 4.405 0.464 0.725
19 C 3.533 -0.492 0.242
20 C 2.625 -1.116 1.086
21 C -1.105 -2.962 -0.567
22 O -1.290 -3.929 0.121
23 O -2.319 -2.458 -0.833
24 H -3.687 4.544 0.539
25 H -3.157 3.460 1.512
26 H -4.624 3.158 0.740
27 H -3.499 3.584 -1.500
28 H -1.823 3.603 -0.576
29 H -2.766 1.748 -2.297
30 H -3.005 0.292 0.370
31 H -4.427 0.989 -0.622
32 H -3.268 -0.353 -1.048
33 H -0.371 1.566 -0.494
34 H 0.260 1.949 -3.168
35 H -0.246 3.211 -2.342
36 H 0.556 -0.334 -0.213
37 H 0.018 -2.372 -2.081
38 H 2.257 -2.806 -1.176
39 H 1.290 -3.884 -0.178
40 H 0.706 -3.428 2.366
41 H 1.760 -1.878 3.858
42 H 3.883 0.065 3.995
43 H 5.209 1.401 2.470
44 H 5.137 0.718 -0.087
45 H 3.745 -0.762 -0.779
46 H -2.573 -3.228 -0.195

=====

Record 2
Computed, not measured: one molecule with the formula C17H23NO4S, with wB97M-V/def2-TZVPD.

**LUMO level**: -0.57 eV
**Relative energy (zero: lowest compared OMol25 entry of this formula, charge and spin)**: 442.1 kJ/mol
**SMILES**: CCOC(=O)/C=C1\CN(CCC(C)C)S(=O)(=O)c2ccccc21
**Gap between HOMO and LUMO**: 8.548 eV

Element x y z (Å)
1 C 1.857 -4.462 -2.384
2 C 1.141 -4.343 -0.967
3 O 1.227 -2.922 -0.519
4 C 2.458 -2.468 -0.060
5 O 3.482 -3.093 -0.200
6 C 2.513 -1.200 0.702
7 C 1.738 -0.015 0.463
8 C 0.838 0.090 -0.735
9 N 0.141 1.322 -0.984
10 C -1.326 1.496 -0.991
11 C -2.109 0.729 0.137
12 C -3.299 0.186 -0.531
13 C -4.327 -0.421 0.440
14 C -4.096 1.055 -1.521
15 S 1.178 2.568 -0.693
16 O 2.307 2.484 -1.654
17 O 0.342 3.805 -0.979
18 C 1.745 2.387 0.938
19 C 1.892 3.511 1.728
20 C 2.179 3.309 3.119
21 C 2.232 2.024 3.637
22 C 2.193 0.941 2.767
23 C 1.864 1.171 1.392
24 H 1.306 -3.881 -3.145
25 H 2.828 -3.895 -2.335
26 H 2.109 -5.408 -2.683
27 H 0.052 -4.590 -1.134
28 H 1.483 -5.043 -0.245
29 H 3.244 -1.305 1.560
30 H 1.389 -0.245 -1.661
31 H 0.005 -0.646 -0.647
32 H -1.724 2.544 -1.051
33 H -1.604 0.866 -1.897
34 H -2.328 1.505 0.874
35 H -1.512 -0.106 0.510
36 H -3.035 -0.723 -1.052
37 H -3.755 -0.885 1.270
38 H -4.961 -1.139 -0.159
39 H -5.002 0.262 0.923
40 H -4.835 0.438 -2.087
41 H -4.937 1.666 -0.990
42 H -3.667 1.807 -2.136
43 H 1.741 4.455 1.307
44 H 2.364 4.189 3.682
45 H 2.389 1.996 4.767
46 H 2.281 -0.015 3.223

=====

Record 3
Computed, not measured: C17H24AlBr2O6S as an isolated structure, with wB97M-V/def2-TZVPD.

**LUMO level**: 2.64 eV
**Total charge**: -1
**Gap between HOMO and LUMO**: 9.179 eV

Element x y z (Å)
1 C 4.256 1.173 -0.388
2 C 3.174 1.389 0.676
3 C 3.449 0.489 1.887
4 C 1.729 1.331 0.172
5 C 1.205 0.209 -0.736
6 S 1.810 0.335 -2.456
7 C 0.517 -0.411 -3.403
8 O 3.018 -0.425 -2.688
9 O 1.885 1.736 -2.794
10 O -0.161 0.587 -0.942
11 Al -1.192 -0.247 0.258
12 O -1.949 0.767 1.537
13 C -2.473 1.924 1.190
14 O -1.890 2.966 1.214
15 C -3.921 1.839 0.805
16 C -4.912 2.118 1.747
17 C -6.251 2.009 1.379
18 C -6.602 1.623 0.084
19 C -5.605 1.357 -0.855
20 C -4.265 1.464 -0.494
21 O 0.235 -1.103 0.974
22 C 1.028 -1.244 -0.153
23 C 2.204 -2.221 0.007
24 Br 2.464 -3.270 -1.642
25 C 1.965 -3.294 1.082
26 C 0.636 -4.028 0.956
27 Br 2.204 -2.645 2.897
28 H 4.429 0.119 -0.569
29 H 3.988 1.659 -1.319
30 H 5.177 1.647 -0.049
31 H 3.320 2.406 1.038
32 H 2.553 0.303 2.467
33 H 3.936 -0.443 1.622
34 H 4.135 1.009 2.557
35 H 1.516 2.247 -0.366
36 H 1.060 1.313 1.026
37 H -0.355 0.223 -3.388
38 H 0.292 -1.395 -3.010
39 H 0.928 -0.521 -4.401
40 H -2.099 -1.347 -0.447
41 H -4.647 2.415 2.748
42 H -7.036 2.206 2.095
43 H -7.637 1.519 -0.203
44 H -5.851 1.049 -1.859
45 H -3.486 1.259 -1.213
46 H 0.401 -1.720 -0.926
47 H 3.160 -1.739 0.161
48 H 2.762 -4.011 0.943
49 H 0.261 -4.020 -0.061
50 H -0.110 -3.545 1.574
51 H 0.742 -5.062 1.268

=====

Record 4
Computed, not measured: C17H24F6N6O3RuSSb as an isolated structure, with wB97M-V/def2-TZVPD.

**LUMO level (spin up / spin down)**: -0.20 / -0.50 eV
**Relative energy (zero: lowest compared OMol25 entry of this formula, charge and spin)**: 63.2 kJ/mol
**Spin multiplicity**: 2
**<S²>**: 0.761
**Gap between HOMO and LUMO (spin up / spin down)**: 8.657 / 8.220 eV

Element x y z (Å)
1 Ru -1.058 0.823 0.182
2 O -2.716 -0.187 0.884
3 N -2.462 -1.388 1.259
4 N -1.272 -1.756 1.072
5 O -0.317 -0.971 0.597
6 C -0.884 -3.098 1.417
7 C 0.446 -3.451 1.268
8 C 0.831 -4.743 1.592
9 C -0.099 -5.659 2.056
10 C -1.428 -5.281 2.203
11 C -1.833 -3.997 1.886
12 H 1.162 -2.719 0.929
13 H 1.870 -5.027 1.490
14 H 0.209 -6.664 2.312
15 H -2.157 -5.990 2.573
16 H -2.861 -3.691 2.002
17 C 2.074 -2.718 -4.275
18 C 0.843 -2.298 -3.536
19 C -0.156 -3.211 -3.190
20 C -1.254 -2.737 -2.497
21 N -1.340 -1.451 -2.155
22 C -0.343 -0.682 -2.522
23 S -0.556 1.013 -1.980
24 N 0.742 -1.009 -3.200
25 H 1.831 -3.413 -5.078
26 H 2.759 -3.225 -3.592
27 H 2.577 -1.846 -4.681
28 H -0.064 -4.254 -3.456
29 H -2.065 -3.386 -2.188
30 N -3.622 2.548 1.412
31 C -2.473 3.190 1.145
32 N -2.188 4.326 1.808
33 O -1.679 2.803 0.244
34 H -4.087 2.726 2.285
35 H -3.706 1.605 1.055
36 H -2.716 4.549 2.634
37 H -1.201 4.541 1.859
38 C 2.812 2.376 -1.787
39 C 1.449 2.745 -1.177
40 C 1.680 3.551 0.095
41 C 0.702 3.643 -2.171
42 C 0.726 1.406 -0.928
43 H 3.379 3.280 -2.014
44 H 2.689 1.803 -2.710
45 H 3.395 1.776 -1.087
46 H 2.287 4.425 -0.150
47 H 2.197 2.974 0.856
48 H 0.735 3.888 0.514
49 H 1.295 4.543 -2.338
50 H -0.269 3.947 -1.778
51 H 0.553 3.163 -3.139
52 H 1.359 0.587 -0.602
53 F 1.526 1.246 1.975
54 Sb 0.641 1.806 3.555
55 F 0.409 3.557 2.838
56 F -1.015 1.348 2.631
57 F -0.329 2.389 5.062
58 F 0.675 0.040 4.211
59 F 2.297 2.235 4.331

=====

Record 5
Computed, not measured: C17H24MnNO9PS as an isolated structure, with wB97M-V/def2-TZVPD.

**LUMO level (spin up / spin down)**: -10.63 / -10.86 eV
**Spin multiplicity**: 6
**Total charge**: +2
**<S²>**: 8.753
**Gap between HOMO and LUMO (spin up / spin down)**: 3.940 / 3.702 eV

Element x y z (Å)
1 C 1.885 -0.279 1.201
2 C 1.646 -0.789 -0.257
3 C 2.104 0.295 -1.280
4 C 3.659 0.547 -1.266
5 C 3.833 2.063 -1.516
6 O 3.165 2.629 -2.345
7 O 4.727 2.782 -0.800
8 C 2.670 -2.014 -0.491
9 S 1.897 -3.652 -0.190
10 O 2.345 -4.263 0.994
11 O 2.274 -4.421 -1.372
12 O 0.286 -3.600 -0.211
13 C -0.247 -2.390 0.436
14 P -2.082 -2.722 0.679
15 O -2.257 -4.105 1.074
16 O -2.573 -1.791 1.895
17 O -2.972 -2.346 -0.596
18 C 0.110 -1.202 -0.490
19 C -0.724 0.073 -0.296
20 C -1.502 0.481 -1.587
21 C -1.689 1.989 -1.775
22 O -1.950 2.388 -2.891
23 N -1.516 2.893 -0.715
24 C -2.258 2.520 0.489
25 C -3.531 1.982 0.440
26 C -4.124 1.624 1.641
27 C -3.469 1.793 2.834
28 C -2.198 2.347 2.891
29 C -1.609 2.703 1.694
30 H 2.520 -0.949 1.792
31 H 0.940 -0.167 1.749
32 H 2.348 0.714 1.198
33 H 1.659 1.263 -1.020
34 H 1.738 0.060 -2.313
35 H 4.073 0.036 -2.144
36 H 4.135 0.233 -0.332
37 H 4.995 2.289 -0.011
38 H 3.034 -2.004 -1.580
39 H 3.515 -1.929 0.198
40 H 0.186 -2.279 1.440
41 H -1.871 -1.646 2.544
42 H -2.432 -2.086 -1.354
43 H 0.051 -1.601 -1.576
44 H -1.471 -0.020 0.508
45 H -0.119 0.942 -0.017
46 H -0.901 0.148 -2.453
47 H -2.479 -0.003 -1.698
48 H -1.936 3.761 -1.049
49 H -3.997 1.865 -0.537
50 H -5.112 1.172 1.615
51 H -3.936 1.482 3.766
52 H -1.682 2.486 3.836
53 H -0.604 3.126 1.679
54 Mn 1.446 -2.424 -2.433

=====

Record 6
Computed, not measured: one molecule with the formula C17H24N2O4, with wB97M-V/def2-TZVPD.

**LUMO level**: 0.74 eV
**Relative energy (zero: lowest compared OMol25 entry of this formula, charge and spin)**: 145.6 kJ/mol
**SMILES**: COC(=O)Cc1c[nH]c2ccc(OC[C@@H](O)CNC(C)C)cc12
**Gap between HOMO and LUMO**: 8.645 eV

Element x y z (Å)
1 C -1.633 1.136 -2.544
2 O -0.839 0.033 -2.121
3 C 0.185 -0.303 -2.927
4 O 0.415 0.256 -3.963
5 C 0.991 -1.442 -2.342
6 C 2.271 -0.904 -1.778
7 C 3.541 -1.206 -2.180
8 N 4.449 -0.536 -1.411
9 C 3.778 0.227 -0.496
10 C 4.237 1.077 0.504
11 C 3.303 1.726 1.274
12 C 1.918 1.554 1.069
13 O 1.137 2.300 1.907
14 C -0.260 2.382 1.729
15 C -1.046 1.466 2.695
16 O -2.373 1.918 2.794
17 C -1.053 -0.019 2.287
18 N -1.972 -0.184 1.171
19 C -2.686 -1.449 1.099
20 C -3.766 -1.326 0.025
21 C -1.776 -2.647 0.803
22 C 1.462 0.700 0.086
23 C 2.396 0.027 -0.703
24 H -2.429 1.244 -1.811
25 H -1.024 2.041 -2.589
26 H -2.047 0.943 -3.536
27 H 0.406 -1.929 -1.559
28 H 1.217 -2.154 -3.136
29 H 3.862 -1.864 -2.965
30 H 5.448 -0.587 -1.509
31 H 5.293 1.228 0.670
32 H 3.605 2.399 2.060
33 H -0.528 3.413 1.986
34 H -0.555 2.203 0.692
35 H -0.590 1.573 3.686
36 H -2.858 1.445 2.097
37 H -0.029 -0.359 2.088
38 H -1.445 -0.591 3.132
39 H -1.504 -0.026 0.284
40 H -3.168 -1.599 2.073
41 H -4.383 -2.220 0.006
42 H -3.307 -1.201 -0.954
43 H -4.400 -0.467 0.226
44 H -1.312 -2.526 -0.175
45 H -0.992 -2.731 1.553
46 H -2.352 -3.569 0.800
47 H 0.414 0.547 -0.102